Molecular formula: C38H95N13O11
Method: DFT, the ωB97M-V functional and the def2-TZVPD basis

```
157
Properties=species:S:1:pos:R:3:forces:R:3
C 1.5812 1.8500 -3.7006 1.29 0.58 1.06
C 3.0822 1.7589 -3.4200 -0.22 -2.81 0.22
C 3.6797 0.6239 -4.3101 -0.58 -0.15 -0.33
C 3.8169 2.9617 -3.7850 0.80 3.24 0.24
C 3.5992 4.1372 -2.8111 0.56 -1.19 1.23
C 4.0710 3.6675 -1.3952 0.45 1.24 -1.26
C 3.3737 2.3915 -0.9008 0.74 0.28 0.07
C 4.1977 1.7855 0.2535 0.27 1.26 0.60
C 1.9581 2.7744 -0.4109 0.99 -1.70 0.08
N 3.4483 1.3927 -2.0041 -1.01 -0.30 0.61
O 2.6361 0.2737 -1.5095 2.34 -0.30 -1.01
H 1.1582 0.9030 -3.4291 -0.75 -0.28 -0.31
H 1.1765 2.6468 -3.0997 -0.55 0.10 0.16
H 1.4637 2.1330 -4.7221 -0.40 -0.22 -0.83
H 3.1862 -0.3639 -4.1713 0.39 0.60 0.13
H 3.5614 0.8557 -5.3907 -0.07 0.08 0.62
H 4.7503 0.5682 -4.1193 -0.03 -0.30 0.12
H 4.9076 2.7895 -3.7584 -0.40 -0.11 -0.46
H 3.4606 3.3169 -4.7534 0.44 -0.37 -0.34
H 4.0679 5.0813 -3.0933 0.43 -0.31 -0.15
H 2.5801 4.4141 -2.6665 -1.19 -0.01 -0.36
H 3.8608 4.5332 -0.7876 -0.30 0.00 0.92
H 5.1706 3.6510 -1.3981 -0.18 -0.70 0.00
H 5.2244 1.6634 -0.0879 0.08 -0.01 0.00
H 3.8577 0.8107 0.5859 -0.34 -0.01 0.03
H 4.2198 2.5078 1.1285 -0.10 -0.84 -0.89
H 1.4560 1.8675 -0.0096 0.10 0.73 -0.09
H 1.4257 3.1409 -1.2516 -0.88 0.60 -0.34
H 2.0962 3.5089 0.3676 -0.33 0.26 0.21
H 1.7331 0.5281 -1.5298 -1.85 0.65 0.05
C 2.7450 -2.9974 3.1423 0.07 -0.21 -0.36
C 1.7858 -3.7595 4.0823 0.63 -0.05 0.28
C 0.4117 -3.0644 4.1161 1.02 0.31 0.52
C 1.6511 -5.1803 3.5632 -0.18 -0.42 -0.14
C 1.1300 -6.1601 4.5876 -0.35 0.34 0.67
C 1.8570 -6.0467 5.9319 0.19 -0.94 -0.65
C 2.0128 -4.6409 6.5028 -0.44 0.26 -0.71
C 0.6858 -4.1274 7.0763 -0.15 0.17 0.86
C 3.1400 -4.6440 7.5308 -0.99 -1.41 0.58
N 2.5030 -3.7706 5.4057 0.16 -0.20 -0.60
O 2.5786 -2.4190 5.9040 0.48 -0.12 -0.29
H 3.7531 -3.4445 3.1090 -0.40 0.06 0.38
H 2.4310 -2.9608 2.0948 -0.45 -0.21 0.11
H 2.8231 -1.9690 3.4467 0.14 0.53 0.23
H 0.5709 -2.2255 4.7965 -0.43 0.30 -0.24
H 0.2842 -2.7190 3.1038 -0.69 0.18 -0.24
H -0.4333 -3.6470 4.4932 0.24 -0.09 -0.47
H 0.9751 -5.1918 2.7193 -0.53 0.35 -0.29
H 2.5519 -5.5307 3.0853 0.84 -0.14 0.33
H 0.0987 -5.9162 4.8188 -0.51 0.08 -0.23
H 1.1034 -7.1785 4.1780 0.26 0.16 0.29
H 2.8386 -6.4656 5.8126 0.77 -0.12 -0.21
H 1.3835 -6.7376 6.6312 -0.19 0.34 0.33
H 0.9152 -3.1950 7.5814 -0.19 0.43 -0.11
H 0.2663 -4.7520 7.8879 0.32 -0.15 -0.55
H -0.0983 -3.9457 6.3289 0.42 -0.21 0.38
H 3.5646 -3.6817 7.6704 0.24 0.84 0.21
H 3.9050 -5.3524 7.2242 0.20 0.12 -0.08
H 2.7299 -5.0180 8.4822 0.24 0.21 -0.09
H 3.5167 -2.1607 5.7808 -0.81 -0.39 0.05
C -0.7051 5.0064 -2.1484 -0.21 1.75 0.74
C -2.1169 4.7049 -1.6605 -1.22 -0.73 -0.96
C -2.1519 3.9724 -0.3145 0.85 0.73 -0.35
C -2.9772 5.9646 -1.5058 -0.16 0.45 -0.32
C -3.3987 6.6611 -2.8136 -0.52 -0.72 0.20
C -4.1336 5.5879 -3.6423 -0.23 0.32 0.11
C -3.3183 4.3546 -3.9504 0.69 -0.41 0.30
C -4.2413 3.3090 -4.6699 0.97 0.88 -0.43
C -2.1148 4.6412 -4.8775 -0.58 -0.13 0.08
N -2.8253 3.7932 -2.6235 -0.46 -0.12 -0.48
O -1.8534 2.7792 -2.9083 -1.16 -1.18 0.04
H -0.2241 5.3555 -1.2425 0.70 0.14 0.07
H -0.1202 4.2390 -2.6073 -0.07 -0.77 0.02
H -0.7011 5.8511 -2.8443 -0.05 -0.05 0.10
H -1.5542 4.5478 0.3939 -0.03 0.01 0.21
H -3.1615 3.9172 0.0643 -0.20 -0.30 0.07
H -1.6836 3.0051 -0.4110 -0.04 -0.46 0.05
H -3.8960 5.7033 -0.9631 0.12 -0.14 -0.18
H -2.4850 6.6801 -0.8617 0.44 0.14 0.26
H -4.1258 7.4425 -2.5485 0.30 -0.04 -0.17
H -2.5623 7.1393 -3.3369 -0.14 -0.20 0.04
H -4.5245 5.9394 -4.6024 -0.01 0.27 0.15
H -4.9944 5.2515 -3.0401 0.07 0.19 -0.19
H -4.4752 3.6959 -5.6954 0.21 -0.38 0.85
H -5.1709 3.0884 -4.1780 -0.44 0.19 0.50
H -3.7073 2.3730 -4.7519 0.19 -0.31 -0.28
H -2.4722 4.5604 -5.9058 0.37 -0.01 -0.05
H -1.3625 3.8888 -4.6408 0.01 0.07 -0.50
H -1.6788 5.6257 -4.7339 -0.08 0.10 0.02
H -2.4145 1.9529 -2.9012 0.65 0.50 0.00
N -4.8895 1.6870 -1.6055 0.13 -1.09 0.32
C -4.3175 0.4810 -1.9731 -1.79 0.72 0.27
N -5.0064 -0.6257 -1.6573 -0.99 -0.24 1.27
O -3.3071 0.4026 -2.6255 2.57 0.45 -1.01
H -5.8826 1.6969 -1.4482 0.03 0.11 0.01
H -4.4411 2.5136 -1.9602 0.28 0.55 -0.12
H -4.5440 -1.5245 -1.6596 0.27 -0.28 -0.32
H -5.5809 -0.5570 -0.8313 -0.31 0.07 -0.10
N 0.5826 -1.7388 -2.8586 -1.53 -1.16 -0.42
C 0.6145 -2.8134 -3.6831 1.90 -0.43 -0.90
N 1.8233 -3.1037 -4.2670 -0.05 0.76 0.29
O -0.2970 -3.5798 -3.9693 -1.72 0.34 0.65
H 1.3295 -1.1105 -2.7338 1.06 0.33 0.00
H -0.3098 -1.4003 -2.5474 -0.01 0.06 0.11
H 1.7911 -4.0180 -4.6693 0.31 -0.26 -0.15
H 2.6582 -2.8150 -3.7860 0.35 -0.11 0.14
N -3.2897 -4.4661 1.2158 -0.59 -2.01 -0.58
C -3.3177 -3.2990 1.8141 1.44 0.51 0.98
N -3.5377 -3.2878 3.1721 -0.25 -0.76 -0.43
O -2.9133 -2.3561 1.1651 0.19 2.59 -0.21
H -3.2081 -4.4566 0.2058 -0.23 -0.09 0.30
H -3.4420 -5.3123 1.7153 -0.15 -0.50 0.01
H -3.6084 -2.4812 3.7407 0.23 1.24 -0.23
H -4.1963 -3.9577 3.4731 -0.57 -0.93 0.40
N -2.1371 0.3023 3.1330 3.21 -1.66 1.72
C -2.9331 1.0770 2.4280 -0.92 1.14 -1.63
N -3.7899 0.3643 1.6508 -1.27 0.74 -1.32
O -2.8997 2.3090 2.4390 -0.13 -0.05 0.33
H -1.3134 0.7852 3.5416 -0.91 -0.50 -0.22
H -1.9238 -0.6052 2.6928 -0.21 0.60 0.58
H -3.5827 -0.5866 1.3522 0.13 0.06 0.39
H -4.2000 0.9468 0.9216 0.02 -0.21 0.30
N -3.2733 -4.0503 -3.3904 0.22 0.18 1.05
C -3.2550 -3.5089 -2.1360 -0.44 1.31 0.28
N -2.0917 -3.0317 -1.6260 1.42 -0.57 -0.77
O -4.3031 -3.3199 -1.4880 0.10 -0.85 -0.22
H -2.4486 -3.9031 -3.9510 0.07 -0.06 -0.30
H -4.2015 -4.0107 -3.7732 0.12 -0.13 -0.36
H -1.2070 -3.1270 -2.1369 -0.84 -0.32 0.16
H -2.0397 -2.7227 -0.6675 -0.52 0.06 0.07
C 1.5329 1.8532 3.2274 0.56 -0.76 -0.40
C 0.3845 2.7737 2.9022 -0.06 2.37 -1.63
O -0.5344 2.9519 3.9503 -0.16 -0.52 0.54
H 2.0983 2.1498 4.1174 -0.27 0.22 -0.12
H 2.2667 1.7626 2.3934 -0.57 0.37 0.41
H 1.2115 0.8250 3.4029 -0.25 -0.08 0.12
H -0.1955 2.5634 1.9690 0.60 -0.64 0.53
H 0.7941 3.8045 2.6203 -0.08 -1.04 0.49
H -1.4318 2.9766 3.5697 0.09 -0.01 -0.07
C 0.2834 -1.0757 0.7498 0.67 0.26 0.56
C -0.6940 -0.1064 0.2000 -1.50 -0.38 -1.68
O -0.4533 0.0646 -1.2098 0.91 0.28 -0.15
H 0.1371 -1.1455 1.8338 0.29 0.14 -0.16
H 1.2854 -0.7002 0.5156 0.10 -0.15 0.33
H 0.2116 -2.0744 0.3604 -0.24 -0.47 -0.42
H -0.6260 0.8379 0.6973 0.05 0.73 0.39
H -1.7195 -0.4733 0.2466 0.02 0.00 0.52
H -1.2045 0.4069 -1.7151 -0.29 0.13 0.56
C 3.2294 -4.0959 -0.6225 0.54 0.76 -0.34
C 3.9238 -2.7599 -0.7854 -0.29 0.55 0.19
O 3.8320 -2.2799 -2.1393 0.11 -0.17 0.36
H 3.2553 -4.3630 0.4335 0.25 -0.48 -0.15
H 3.7291 -4.7739 -1.3128 -0.13 -0.52 0.39
H 2.2045 -3.9922 -0.9105 -0.78 -0.04 -0.27
H 4.9733 -2.8815 -0.4810 -0.10 0.28 -0.18
H 3.4439 -2.0117 -0.1299 0.29 -0.19 -0.09
H 3.6210 -1.3348 -2.0860 0.07 -0.05 0.07
```
Forces are in eV/Å.

Output
Energy above the lowest of the compared OMol25 structures with the same formula, charge and spin, kcal per mole: 0.00
Strongest force on any atom, eV/Å: 4.01
HOMO energy, eV: -8.59
Gap between HOMO and LUMO, eV: 8.903
Energy, Ha: -3044.44440